#i
19
Properties=species:S:1:pos:R:3 method="wB97M-V/def2-TZVPD" charge=0 smiles="CNC(=O)C[C@@H](C)O" orbital_gap_ev=10.4 homo_energy_ha=-0.3504
C 0.583 0.476 -0.520
C -1.036 0.340 -0.420
C -1.846 1.110 -1.374
O -1.413 -1.041 -0.508
C 1.055 -0.967 -0.180
N 1.287 -1.281 1.097
C 1.255 -0.164 2.022
O 1.232 -1.777 -1.082
H 0.869 0.422 -1.606
H 1.059 1.353 -0.050
H -1.440 0.593 0.643
H -1.249 2.095 -1.519
H -2.086 0.413 -2.282
H -2.837 1.266 -1.007
H -1.213 -1.316 -1.417
H 1.852 -2.068 1.364
H 1.794 0.730 1.611
H 1.836 -0.431 2.845
H 0.299 0.246 2.384

#ii
19
Properties=species:S:1:pos:R:3 method="wB97M-V/def2-TZVPD" charge=0 smiles=CO[C@@](C)(O)[C@@H]1CN1 orbital_gap_ev=9.7 homo_energy_ha=-0.3285
C 0.406 0.103 0.479
C -0.953 0.364 -0.040
C -2.102 -0.531 0.606
C 1.153 1.151 -1.795
C 0.751 -1.203 1.164
N -1.726 -0.580 -0.784
O 1.075 0.000 -0.991
O 0.850 1.219 1.157
H 1.760 1.075 1.446
H -1.203 -1.406 -1.056
H -1.189 1.414 -0.169
H -3.035 -0.024 0.812
H -1.891 -1.374 1.250
H 0.231 1.284 -2.375
H 1.322 2.055 -1.195
H 1.994 1.017 -2.479
H 0.427 -1.180 2.203
H 1.831 -1.335 1.115
H 0.300 -2.049 0.653

Going by the computed energies, the most stable comes first: #i, #ii.

#i
19
Properties=species:S:1:pos:R:3 method="wB97M-V/def2-TZVPD" charge=0 orbital_gap_ev=4.5 homo_energy_ha=-0.3186
O -1.460 1.935 -0.528
C -0.961 2.580 0.353
N 0.098 2.214 1.150
C 0.371 0.863 1.130
C 1.283 -1.485 -1.204
C -0.077 -1.564 -1.926
O 1.164 -1.440 0.144
C -0.595 0.044 2.028
H -1.269 3.629 0.472
H -0.215 -0.967 2.123
H 0.159 0.503 0.081
H 1.792 -0.577 -1.596
H -0.921 -1.457 -1.250
H -0.223 -2.452 -2.542
H -0.103 -0.726 -2.628
H 1.913 -2.330 -1.543
H -0.881 0.543 2.948
H -1.504 -0.047 1.438
H 1.428 0.733 1.348

#ii
19
Properties=species:S:1:pos:R:3 method="wB97M-V/def2-TZVPD" charge=0 orbital_gap_ev=9.3 homo_energy_ha=-0.3317
C 1.555 -1.460 0.706
C 0.450 -0.671 0.036
C -0.870 -0.244 0.462
C 0.199 0.810 0.301
C 0.344 1.621 1.514
H 2.384 -1.127 0.166
H 1.409 -1.220 1.765
H 1.283 -2.520 0.779
H -0.708 -0.855 -1.320
H -1.143 -0.607 1.374
H -3.057 -0.510 -0.085
H -1.737 0.360 -1.511
H 0.060 0.875 2.280
H -0.474 2.370 1.653
H 1.317 2.286 1.629
H 0.365 0.659 -1.679
N -1.817 -0.561 -0.627
O 0.394 -0.941 -1.305
O -0.024 1.426 -1.042

Going by the computed energies, the most stable comes first: #ii, #i.

#i
19
Properties=species:S:1:pos:R:3 method="wB97M-V/def2-TZVPD" charge=0 orbital_gap_ev=9.8 homo_energy_ha=-0.3468
C 0.304 1.919 -1.142
O -0.092 2.007 0.275
O -0.596 1.257 -1.913
H -0.970 0.389 -1.384
H -0.950 2.455 0.294
H 0.430 2.941 -1.533
H 1.287 1.428 -1.083
C -0.643 -0.872 2.046
C -0.369 -0.834 0.572
C 1.021 -1.069 0.166
C 1.371 -1.460 -1.054
N -1.269 -0.736 -0.329
H -2.219 -0.648 0.021
H 1.763 -0.928 0.942
H -0.108 -1.692 2.522
H -0.286 0.061 2.485
H -1.705 -0.974 2.256
H 0.630 -1.606 -1.824
H 2.400 -1.639 -1.319

#ii
19
Properties=species:S:1:pos:R:3 method="wB97M-V/def2-TZVPD" charge=0 orbital_gap_ev="7.1 / 7.1" homo_energy_ha="-0.2817 / -0.2818"
C 0.509 0.473 0.368
C -0.932 -1.858 -0.014
C -0.307 1.599 -0.199
C -2.165 -1.308 -0.631
C 2.050 0.808 0.726
O 1.366 -0.169 -0.548
O 0.059 -2.201 -0.729
N 2.541 1.953 0.466
H 0.940 -1.347 -0.719
H 0.109 -0.096 1.207
H -0.994 -2.222 1.019
H 3.337 2.177 1.055
H 2.451 0.090 1.445
H -0.980 1.996 0.558
H 0.333 2.405 -0.560
H -0.872 1.267 -1.073
H -2.761 -2.132 -1.042
H -2.779 -0.806 0.116
H -1.905 -0.629 -1.445

#iii
19
Properties=species:S:1:pos:R:3 method="wB97M-V/def2-TZVPD" charge=0 orbital_gap_ev=3.2 homo_energy_ha=-0.2984
C 2.128 1.071 1.314
C 2.155 0.401 0.076
C 0.741 0.034 -0.208
C 0.610 -0.928 -1.466
N 3.042 0.232 -0.840
C -2.704 0.581 -0.201
O -2.207 1.493 0.553
O -2.184 -0.601 -0.477
H 1.135 1.471 1.641
H -3.906 -1.332 2.144
H 3.013 1.681 1.553
H -4.313 -1.870 2.344
H 0.326 -0.314 0.674
H 0.134 0.921 -0.388
H -0.435 -1.327 -1.738
H 0.876 -0.469 -2.492
H 1.214 -1.827 -1.216
H 4.097 0.151 -0.700
H -3.722 0.631 -0.574

Going by the computed energies, the most stable comes first: #i, #ii, #iii.

#i
19
Properties=species:S:1:pos:R:3 method="wB97M-V/def2-TZVPD" charge=0 smiles="C=C[C@H](N)CO.C=O" orbital_gap_ev=9.0 homo_energy_ha=-0.3220
C -0.740 -0.752 2.866
C 0.566 -1.094 0.016
O -0.089 0.264 2.917
O -0.238 -2.184 -0.362
H -1.084 -2.137 0.097
H 0.407 1.417 1.261
H -1.754 -0.787 2.435
H -0.338 -1.720 3.204
H 1.437 -1.131 -0.635
H 1.000 -1.184 1.020
C -0.145 0.389 -0.389
C -0.171 0.472 -1.879
C 0.212 1.519 -2.592
N 0.454 1.511 0.245
H 1.421 1.626 -0.040
H -1.170 0.286 -0.010
H -0.510 -0.430 -2.362
H 0.225 1.496 -3.671
H 0.518 2.438 -2.120

#ii
19
Properties=species:S:1:pos:R:3 method="wB97M-V/def2-TZVPD" charge=0 orbital_gap_ev=5.3 homo_energy_ha=-0.3254
C 0.436 0.357 -1.287
C -0.842 0.038 -0.514
C -0.616 0.602 0.929
C -0.613 2.067 0.938
O -1.025 2.938 0.122
N -1.294 -1.283 -0.539
C -0.173 -2.116 -0.291
O 2.016 -0.607 0.783
H 0.506 1.433 -1.470
H 0.289 -0.151 -2.255
H 1.303 -0.012 -0.759
H -1.532 0.821 -0.850
H -1.661 1.262 1.103
H -0.181 -0.077 1.621
H 0.042 2.434 1.718
H 0.447 -2.270 -1.216
H -0.363 -3.121 0.080
H 0.619 -1.639 0.379
H 2.645 -0.678 1.509

Going by the computed energies, the most stable comes first: #i, #ii.